Molecular formula: C6H6N2
Method: DFT, the ωB97M-V functional and the def2-TZVPD basis

Geometry as ORCA input:
```
! RIJCOSX wB97M-V def2-TZVPD def2/J DEFGRID3
* xyz 0 1
C -2.19 -1.22 -0.04
C -0.98 0.51 -0.52
H 0.64 -2.53 -0.42
H 2.72 1.32 -0.31
N 1.35 -0.57 -0.33
H 1.40 2.52 -0.42
H -1.94 0.24 1.54
N 0.87 0.57 -0.09
C -1.91 -0.05 0.50
C 0.38 -1.49 -0.58
H 1.71 1.86 1.29
H -2.92 -1.91 -0.08
C -0.89 -0.94 -0.69
C 1.76 1.68 0.16
*
```

LUMO ... 0.56 eV
Kohn-Sham gap ... 8.5 eV
Energy relative to the best compared isomer or geometry (same formula, charge and spin) ... 633.0 kJ/mol
E_tot ... -9292.1843 eV

***

Molecular formula: C8H16N2O3
Method: DFT, the ωB97M-V functional and the def2-TZVPD basis

Geometry as ORCA input:
```
! RIJCOSX wB97M-V def2-TZVPD def2/J DEFGRID3
* xyz 0 3
O 0.65 2.08 1.76
O -1.84 -0.78 0.33
H -1.03 -1.69 -3.09
H 1.61 -2.25 -1.46
H -0.89 -2.99 -1.95
C -0.11 -0.92 -1.33
C -1.68 1.49 1.07
H 2.17 -0.67 -1.29
C -1.06 -1.84 -2.09
N 0.37 0.00 0.81
H -0.22 0.26 -1.44
C 1.35 -1.24 -1.77
N -2.29 0.53 0.39
O -3.38 0.67 -0.16
H -0.53 0.63 2.58
C 1.37 -0.62 1.67
H -1.92 2.52 0.90
H 1.72 3.40 0.89
H -2.11 -1.67 -1.99
H -0.03 3.37 0.50
C -0.31 1.08 1.62
C 0.95 2.86 0.59
C -0.39 -1.03 0.17
H -0.12 -1.99 0.54
H 1.58 -1.57 1.34
H 1.21 -1.00 -2.82
H 2.43 -0.12 1.68
H 1.22 -0.64 2.77
H 1.32 2.13 -0.19
*
```

LUMO (alpha / beta) ... 0.86 / -1.49 eV
Kohn-Sham gap (alpha / beta) ... 7.1 / 7.7 eV
Energy relative to the best compared isomer or geometry (same formula, charge and spin) ... 71.7 kJ/mol
E_tot ... -17668.9043 eV

***

Molecular formula: C13H12O
Method: DFT, the ωB97M-V functional and the def2-TZVPD basis

Geometry as ORCA input:
```
! RIJCOSX wB97M-V def2-TZVPD def2/J DEFGRID3
* xyz 0 1
H 2.55 3.01 0.01
C -2.65 0.04 -0.27
H 0.66 -2.67 0.87
C 3.31 -1.01 -0.58
H -3.05 2.11 0.32
O 1.88 3.00 0.63
C 1.25 1.81 0.73
H -3.88 1.54 -1.13
H 0.20 -1.07 -1.61
C -4.74 -1.31 0.60
C 1.73 0.59 0.31
H 0.41 1.89 1.38
C -1.46 -0.31 -0.55
C 1.35 -1.91 0.62
C -3.00 1.61 -0.54
H -5.59 -1.72 1.12
H 4.14 -1.36 -1.18
H 3.67 1.02 -0.57
C 2.48 -2.16 -0.03
H 0.26 -0.37 1.53
C 0.76 -0.54 0.53
C -0.26 -0.67 -0.57
C -3.76 -0.74 0.22
C 2.94 0.32 -0.41
H -2.21 2.01 -1.18
H 2.99 -3.14 -0.25
*
```

LUMO ... 0.23 eV
Kohn-Sham gap ... 7.8 eV
Structure (SMILES) ... C#CC(C)=C=C[C@H]1C=CC=C/C1=C\O
Energy relative to the best compared isomer or geometry (same formula, charge and spin) ... 395.1 kJ/mol
E_tot ... -15716.7429 eV

***

Molecular formula: C11H21AlIN3O2P2
Method: DFT, the ωB97M-V functional and the def2-TZVPD basis

Geometry as ORCA input:
```
! RIJCOSX wB97M-V def2-TZVPD def2/J DEFGRID3
* xyz 2 1
N 1.48 2.12 4.53
H -1.22 3.86 -0.99
O -2.12 2.31 1.04
H -3.22 -0.58 -2.50
C 2.32 -0.29 -1.83
N 0.26 3.76 5.95
C -1.72 -2.44 -1.19
H 3.45 0.41 0.73
H -3.33 -1.65 1.23
H -0.91 2.70 -2.27
H -0.85 -2.48 -1.87
H 1.34 -3.18 -1.38
P -1.89 -0.75 -0.52
H -2.64 -2.64 -1.77
C 2.12 -2.84 -0.67
O 1.08 1.72 -0.08
C -0.08 2.21 -0.32
H 2.55 0.77 -1.65
C 0.79 2.98 5.25
C -3.41 -0.82 0.51
H 0.43 3.79 -1.66
P 1.84 -1.08 -0.25
C 0.98 1.47 3.55
C -1.18 1.72 0.55
H 4.15 -1.20 0.36
I -0.35 -2.11 2.19
C -2.47 0.08 -2.03
H -1.59 -3.18 -0.39
C 3.28 -0.67 0.77
H 3.20 -0.83 -2.22
N 0.67 0.86 2.60
H -3.51 0.13 1.07
H -1.62 0.21 -2.72
Al 0.01 0.09 0.99
H 2.10 -3.44 0.25
H 1.48 -0.37 -2.55
H -4.28 -0.97 -0.15
H 3.11 -0.99 1.80
H 3.10 -2.92 -1.15
C -0.45 3.19 -1.39
H -2.91 1.06 -1.81
*
```

LUMO (alpha / beta) ... -10.88 / -11.23 eV
Kohn-Sham gap (alpha / beta) ... 3.6 / 4.7 eV
Energy relative to the best compared isomer or geometry (same formula, charge and spin) ... 332.9 kJ/mol
E_tot ... -53570.1708 eV

***

Molecular formula: C5H12O2
Method: DFT, the ωB97M-V functional and the def2-TZVPD basis

Geometry as ORCA input:
```
! RIJCOSX wB97M-V def2-TZVPD def2/J DEFGRID3
* xyz 0 1
C 0.56 -0.88 -1.13
C 0.74 0.15 -0.06
H -2.68 0.89 1.26
C -1.41 1.27 -0.48
H -0.23 1.37 1.44
H 3.92 -2.70 0.85
C -0.40 0.90 0.42
H 1.51 0.91 -0.38
H 1.47 -0.72 -1.85
H 4.07 -4.22 1.05
O 3.62 -3.65 0.51
H -3.09 2.44 -0.78
H -1.98 3.19 0.59
H 1.17 -0.66 0.67
H -1.96 0.39 -1.00
H 0.53 -1.95 -0.87
O -3.06 1.77 1.34
C -2.49 2.31 0.11
H -0.28 -0.82 -1.70
*
```

LUMO ... 0.51 eV
Kohn-Sham gap ... 9.8 eV
Structure (SMILES) ... CC/C=C/CO.O
Energy relative to the best compared isomer or geometry (same formula, charge and spin) ... 428.6 kJ/mol
E_tot ... -9470.6937 eV

***

Molecular formula: C17H28N2O12
Method: DFT, the ωB97M-V functional and the def2-TZVPD basis

Geometry as ORCA input:
```
! RIJCOSX wB97M-V def2-TZVPD def2/J DEFGRID3
* xyz 0 1
O 2.39 -0.92 1.81
H -3.57 2.92 0.19
H 0.07 0.22 2.43
N 3.53 -2.59 -1.92
H -6.91 0.02 3.68
H 2.28 2.75 -2.18
H 2.84 -4.98 0.86
O -4.71 0.51 2.22
H -4.76 2.84 -1.12
H -8.07 0.05 2.33
C 4.52 -0.45 -1.63
H 2.83 -3.91 -0.55
H -1.10 -1.60 2.23
H -3.50 1.60 -1.01
C 4.53 1.10 -1.75
C 0.48 0.54 1.47
C 5.62 -1.14 -1.00
O 2.47 -3.32 -2.38
C 3.44 -1.27 -2.13
C -6.07 0.69 1.82
O 2.61 -3.00 1.32
H 1.31 -4.27 0.32
H -2.17 -1.99 0.88
C -3.71 2.66 -0.85
H 2.57 -0.83 -2.64
O -4.64 -1.49 1.16
O -0.86 4.03 -2.25
H -6.86 -1.23 2.45
H -6.15 0.51 0.74
H 6.34 -3.12 -0.46
O 4.11 1.68 -0.75
C 1.20 2.69 -2.30
H 0.76 4.35 -0.98
O 4.90 1.68 -2.77
C 1.98 0.42 1.47
O -2.89 3.44 -1.70
H -6.29 1.75 1.99
H 0.97 2.38 -3.33
O -2.87 -0.60 2.25
C 2.22 -1.81 0.86
H 0.98 4.79 -2.66
H 6.49 -0.60 -0.59
C -4.14 -0.62 1.82
H 0.03 -0.09 0.71
H 0.82 1.91 -1.64
N 4.46 -3.27 -1.36
C -2.14 -1.78 1.94
C 5.49 -2.58 -0.93
H 2.41 0.72 0.51
H 0.18 1.57 1.28
C 0.56 4.04 -2.00
H -2.51 -2.63 2.51
O -1.17 2.81 -0.37
H 2.41 1.08 2.23
O 1.76 -1.60 -0.25
C -7.04 -0.16 2.61
H 1.79 -3.22 -1.67
C 2.38 -4.09 0.43
C -1.59 3.38 -1.34
*
```

LUMO ... -1.47 eV
Kohn-Sham gap ... 7.1 eV
E_tot ... -45629.7634 eV